(1)
52
Properties=species:S:1:pos:R:3 method="wB97M-V/def2-TZVPD" de_lowest_kcal_mol=98.17 spin_multiplicity=6 s_squared=8.82 e_lumo_ev="-5.07 / -5.97" e_tot_ev=-37691.9901 charge=+1
C 3.47910 -1.35096 2.63994
C 2.28766 -1.08992 1.80593
C -0.94784 2.72979 -1.00607
H 1.65591 -0.49752 -2.25178
H 1.18385 2.68648 2.43751
H 3.22831 1.14251 -0.86186
N 2.36728 0.01135 1.00837
H 3.95638 -2.26405 2.28832
H 0.97251 -1.48880 -0.98958
H -2.19192 0.11760 2.08598
O 0.93266 -2.25315 -4.30266
N -1.71320 1.63614 3.55643
C -1.50153 0.87890 2.44476
N -1.48242 0.49921 -0.48648
H -2.64145 0.98638 5.35502
O 1.21871 3.28014 -0.64278
H 4.19593 -0.52779 2.52519
H -3.20745 2.54919 4.72225
N 0.11360 -1.31826 0.97866
H 0.00760 -2.14566 -4.57730
N 0.32435 2.35157 -0.64388
O -1.09083 -1.91725 1.15037
H -3.68702 1.04402 -1.91536
C -1.91565 1.70539 -0.95186
C 0.76296 -0.53378 -1.62040
C -0.63058 2.45420 3.68414
C -3.36480 1.81577 -1.20832
C -1.20449 4.15945 -1.32180
H 3.19936 -1.44973 3.68640
C -2.88975 1.53685 4.43769
O 3.43036 0.70897 1.11176
H 0.30540 -2.75554 3.48855
H -1.31295 4.75427 -0.40290
H -2.12719 4.24641 -1.90309
Ru 0.50026 0.37603 -0.07121
H -3.70160 1.02948 3.91882
N -0.33368 1.24626 1.88989
O 3.39882 1.84634 -1.61758
H 1.79675 -3.46606 2.85656
H -1.72670 -1.30132 0.51805
H -3.94551 1.68984 -0.28537
O -2.42233 -0.40212 -0.30354
H 0.25844 -3.75370 2.01231
C 0.18571 2.22178 2.69149
H 1.01974 -3.17677 -4.06165
H -3.59365 2.79512 -1.62950
H 0.13154 0.29993 -2.10277
C 0.83844 -3.02661 2.57324
H -0.36714 4.56738 -1.89572
H -0.56146 3.17764 4.54586
C 1.09002 -1.84044 1.74590
H 2.65789 2.36027 -1.39432

***

(2)
27
Properties=species:S:1:pos:R:3 method="wB97M-V/def2-TZVPD" de_lowest_kcal_mol=40.37 e_lumo_ev=-0.04 e_tot_ev=-19514.6506 charge=0
H -2.02043 -2.11410 2.06359
H -0.52590 -1.81203 0.94214
C -2.58162 -0.97681 -0.58593
H -0.35841 1.14318 0.99817
C -1.32329 -1.44356 1.56617
C 2.55437 2.19922 -0.62180
H 2.95832 2.30065 -1.67963
H 0.16784 -1.30136 -2.48469
O -1.66371 1.74174 -0.42775
H -2.91344 0.06980 1.37562
H -2.44832 -1.54622 -2.60544
C -0.52670 -0.83468 -1.84876
Si 1.88925 0.40894 -0.54426
C 0.01725 0.04370 -0.69908
H -0.74201 -1.03308 2.39741
H 3.48055 -0.71278 1.59527
C 2.37677 -0.28233 1.20703
H 1.68648 2.81471 -0.27378
H 3.32831 2.36080 0.05547
H -1.00736 2.30116 -0.92764
C -2.06180 -0.38268 0.71361
H 2.51053 -0.61897 -1.42573
C -1.93076 -1.15853 -1.72331
C -1.02859 0.66274 0.21710
H -3.71657 -1.22837 -0.62472
H 2.15083 0.53673 1.90313
H 1.72841 -1.13788 1.43780

***

(3)
141
Properties=species:S:1:pos:R:3 method="wB97M-V/def2-TZVPD" spin_multiplicity=10 s_squared=24.76 e_lumo_ev="-2.40 / -2.28" e_tot_ev=-230672.8524 charge=0
O 1.87805 -4.03787 1.96887
O 0.39866 4.88555 0.69861
H -4.55883 -5.08577 2.60267
B 4.81937 5.17319 -4.17703
H -2.53228 -5.52283 -0.81863
C 5.00257 6.43071 1.33186
O 9.43351 4.82858 -1.55666
H -1.23380 -7.01209 0.19181
C -1.17159 -7.26641 3.83381
C 2.06789 -4.72715 -0.36893
B 1.61258 0.88342 -0.50364
H -3.84238 -7.30291 0.45832
O 6.33700 3.92694 -0.26754
C -1.86280 3.86877 0.51479
H -4.83142 -1.05370 -0.76761
H -7.28590 -1.39804 -3.70383
B 3.86057 -3.28312 -0.77245
O 3.69471 0.98082 5.06276
H -6.85222 2.47273 -0.18719
H -8.21525 0.59622 -4.40721
O 1.86363 2.81141 5.43748
O 0.11877 -1.85519 1.09187
H -4.51726 0.73089 -5.21367
O 1.72956 2.18199 0.09388
H -3.35523 -0.27360 -2.99511
H -6.55369 -0.68125 -0.39660
C -0.42666 3.99569 1.05815
H -2.54502 -3.78610 -0.67758
H -3.70623 -7.32975 3.40974
H 0.02540 -7.30394 1.21388
O 0.40074 0.60466 -1.30218
C 2.07068 -0.34072 4.22105
C 3.55995 1.81066 -1.32917
O -0.53716 -4.86113 2.05706
O 2.74894 0.79191 -1.49376
C -5.40959 1.07332 -1.25401
C -2.32118 -4.70290 -0.13216
C 0.47693 -0.90725 0.35734
H -3.09043 -8.50243 2.23935
C 1.84278 4.04737 4.94034
V 0.15447 -2.96834 3.17369
C 2.49521 -3.95998 0.85828
C -1.04496 -7.49928 1.14841
C -0.21000 -0.53685 -0.91269
H -5.78958 -1.68525 -2.96746
H -3.59116 -2.75506 1.25805
H -1.10117 -8.35333 3.87551
O -7.71022 0.92286 -1.95877
H -1.24387 -8.56388 1.02522
H -5.14907 -7.30504 1.38500
O 6.68081 5.00735 1.98143
H -7.03251 2.01618 -4.84930
H -1.92412 -2.92319 1.92136
O 3.37679 -3.05168 0.59841
O 1.63668 0.87891 3.99926
O 5.57957 6.10158 0.24069
O -2.13025 0.82480 5.40096
C -3.20278 -7.43872 2.44914
C 2.84493 2.76581 -0.33877
O 1.19268 -5.55612 -0.41597
O -2.35078 4.61051 -0.38576
O 6.11128 1.97993 -4.65636
O 2.62994 4.91598 2.63739
O -2.36615 2.67898 1.04396
O 3.98298 -1.25778 5.43763
C -4.85580 0.96950 -4.20543
N -1.78981 -5.42698 2.32066
C 3.40302 -0.28379 4.95116
C -7.21914 0.95896 -4.66077
V 6.59108 1.07309 -2.71304
B -1.48647 2.13865 2.11678
C 7.35113 3.72673 -1.04271
O 3.06106 2.74788 3.37450
C 5.73214 3.13095 -4.76673
O 1.28419 4.99191 5.37982
O 5.26987 -3.65489 -0.80275
C -2.92747 -3.34774 1.88762
H -4.83726 -4.99923 0.85771
O 4.59650 2.03525 -1.93810
O -1.15375 -1.21557 -1.34663
C -6.18500 0.40358 -3.70727
O 2.95008 -4.37883 -1.27487
C 4.80168 3.58403 -5.86502
H -5.31913 -0.16505 0.61522
C 5.66253 5.72246 2.50447
O 4.84220 3.13055 -7.05262
V 2.36749 5.87054 0.63402
H -5.49084 2.06700 0.77251
B 2.57138 1.86988 4.53405
C -4.14688 -5.34458 1.62726
O 4.33726 4.68772 -5.52853
O 5.34080 5.72924 3.71325
O -1.31760 0.65972 2.03100
C -3.69126 0.74475 -3.19038
C -1.50690 -0.00535 3.26000
C -5.78422 2.26675 -0.25808
C 3.63521 6.20802 -2.51500
C 8.41211 4.80169 -0.86940
C -4.06423 1.40774 -1.82903
O -1.40927 -1.17467 3.55399
H -0.47759 -5.02117 1.11237
O -2.14077 2.22746 3.44044
O 1.47085 -1.44097 4.09132
C 5.92834 -2.81513 -1.57299
C 4.70454 7.13768 -3.06041
C -2.71092 -4.75431 1.43095
O 3.72295 5.04775 -3.21138
O 3.99866 7.11100 1.36113
O 5.05266 8.14116 -2.51761
H -5.35736 3.22624 -0.55010
O 3.70694 -2.11591 -1.73979
H -7.01839 0.31005 -5.51324
O 5.35677 6.55530 -3.96849
H -1.54791 -6.74047 4.71124
H -0.16252 -6.85446 3.82043
C 4.91925 -1.80361 -2.15745
O 5.35012 -0.78313 -2.69912
C -1.98256 1.08288 4.20600
H -4.91592 2.05534 -4.27907
O 2.93134 6.21228 -1.49518
C -1.73036 -6.83058 2.41951
C -5.53796 -0.28880 -0.44539
C -6.23360 -1.12797 -3.79231
H -3.91362 2.48496 -1.89982
O -0.23426 2.94758 2.03957
O 7.38788 2.77474 -1.83811
O 7.88721 5.68196 -0.03368
H -7.99967 1.82975 -2.08279
B 6.60257 5.10667 0.50135
C -4.15735 -6.85297 1.39984
H -2.71763 1.16102 -3.44898
O 1.50189 -0.09756 0.58957
H -3.31257 1.06225 -1.11928
O 7.13145 -2.79331 -1.81432
H -1.24949 -4.67788 -0.32956
O 3.12319 3.88623 0.06415
N -6.40373 1.03909 -2.36894
H -5.85950 -1.54478 -4.72742
H -3.37485 -3.25486 2.87723
C 2.51552 3.98078 3.48867
O 5.78926 4.09705 -3.86343

***

(4)
72
Properties=species:S:1:pos:R:3 method="wB97M-V/def2-TZVPD" de_lowest_kcal_mol=27.63 e_lumo_ev="-0.90 / -0.90" e_tot_ev=-98108.2870 charge=0
N 3.96647 -0.52105 3.47452
H -0.30197 3.96591 0.99247
H 4.82361 -0.58207 3.98707
H 0.08211 1.43701 4.98595
H -6.04876 -1.53147 -1.59720
H 0.92362 -4.05805 -4.04684
H 0.60206 3.56057 -0.49419
C 0.82007 0.64038 5.11436
Ca 1.19279 0.76902 -1.34534
C -2.13813 -3.16373 2.07183
C -6.00680 -0.62517 -0.98383
H -2.27686 4.47190 -0.26457
C -0.32304 3.43163 0.05014
H 1.67445 3.22754 -6.64084
H 3.13955 -4.96916 -3.38591
H -1.43604 1.74383 -0.19523
S -0.53947 2.64580 -5.97447
H -1.33877 3.01635 -2.55442
H 0.44839 4.24153 -7.33088
H -0.15464 -0.26667 6.81976
C 3.58287 -3.28320 -2.13263
H -3.45997 2.01064 0.72009
H -1.01953 -1.15881 -0.45228
H 4.54585 -3.62142 -1.73866
S 3.40036 1.33473 0.04134
H -4.08631 0.49116 1.41685
N 2.09585 -0.63392 1.62317
H 3.63987 -1.47780 -0.99379
H -6.01829 -0.94734 0.05599
H 0.95328 4.53464 -5.68282
C 0.66037 -0.34054 6.10647
C 2.80634 -4.03466 -2.99100
C 0.37561 -1.38815 -3.86221
C 2.86412 -0.39982 4.37104
H 1.52868 -2.08492 7.00422
N -0.23724 0.54687 -4.65706
N 1.97705 -1.50708 -2.14949
H -6.87888 0.05802 -1.09590
C 0.76189 3.75288 -6.43195
N 0.32185 -0.15696 -3.60543
Te -4.27402 0.45375 -1.31501
H -2.93192 3.11206 -2.08809
C 0.13176 -2.30417 2.51335
H 2.00201 1.43788 3.56349
H -0.97248 -3.67239 3.75704
H -1.09376 4.93254 -1.37689
C 2.71150 -1.38682 5.33751
N -1.97784 3.03394 -1.74383
H 3.44491 -2.13768 5.49476
C 3.07400 -2.04895 -1.68753
N 4.09121 0.25762 2.33590
C 1.58091 -3.52444 -3.39228
C 1.64091 -1.31009 6.22578
H -2.99866 -2.51971 0.29283
H -0.65731 1.73972 1.22144
C -4.22966 1.27071 0.68693
H -5.17051 1.84034 0.81637
C -1.43543 4.05061 -0.84125
C 0.15568 1.77719 -4.63406
C 3.16837 0.25945 1.43171
S 1.11160 2.57823 -3.41931
C -1.00862 -1.69963 0.50168
H -0.12691 -1.74937 -4.81502
N 1.13824 -0.74333 0.80609
C 1.28238 -2.20989 -3.07466
C -0.98870 -3.06430 2.87484
C 1.90077 0.64846 4.26695
H 1.02994 -2.29510 3.15504
C 0.12053 -1.63801 1.28870
H -2.96664 -3.75303 2.42632
C -2.11018 -2.43002 0.90323
N -0.56449 1.96597 0.25964